Record 1
DFT (the ωB97M-V functional and the def2-TZVPD basis) results for C5H12N2 in the gas phase.

The geometry in XYZ format:
```
19
Properties=species:S:1:pos:R:3:forces:R:3:mulliken_charge:R:1
C -2.794 -1.080 -0.183 -0.1199 -0.9248 0.8752 -1.123
C -1.706 -0.678 -1.158 0.4003 0.8121 -0.6287 -0.482
C -1.079 0.695 -0.854 -0.3428 -0.5037 -0.3444 -0.806
C -0.245 0.681 0.422 -0.3328 0.3802 0.2123 -0.506
N 1.172 0.590 0.136 -0.4226 -0.0735 0.3285 -0.217
C 2.074 0.120 1.049 0.0319 0.2115 -0.2935 0.149
N 3.270 -0.226 0.846 0.8675 -0.2808 -0.0193 -0.680
H -2.866 -0.454 0.710 -0.0798 0.5480 -0.3718 0.330
H -3.757 -1.144 -0.676 -0.2345 0.2379 0.0630 0.328
H -2.661 -2.052 0.309 0.2600 -0.1304 -0.5414 0.302
H -2.094 -0.620 -2.180 -0.2686 -0.0415 0.1166 0.351
H -0.878 -1.370 -1.267 0.0831 -0.4728 0.4189 0.291
H -1.862 1.445 -0.791 -0.1798 0.0920 0.1236 0.351
H -0.502 0.964 -1.742 0.3218 0.2044 0.1973 0.353
H -0.498 1.560 1.031 0.2816 0.0442 -0.1112 0.232
H -0.555 -0.175 1.027 0.1072 -0.0781 -0.0175 0.404
H 1.465 0.817 -0.798 0.1797 -0.1336 0.0287 0.172
H 1.733 0.073 2.082 -0.3835 0.0067 -0.0981 0.352
H 3.552 -0.184 -0.136 -0.1687 0.1023 0.0620 0.198
```
Forces are in eV/Å.

The value obtained for the LUMO energy is 1.022 eV. The frontier orbital gap comes out at 9.8 eV. The HOMO energy comes out at -8.8069 eV.

---

Record 2
DFT (the ωB97M-V functional and the def2-TZVPD basis) results for a molecular structure, C46H43N5O8P2SY.

The geometry in XYZ format:
```
106
Properties=species:S:1:pos:R:3:forces:R:3:mulliken_charge:R:1
Y 0.350 -0.408 -0.336 1.3532 0.4828 1.3180 1.151
C -1.248 3.327 0.484 0.6833 5.1909 -2.3952 -1.487
C 0.369 3.116 0.350 1.5169 0.8619 -3.6951 -0.382
N 1.062 1.907 0.073 -1.3612 3.0492 -0.0343 2.037
C 2.343 2.300 0.082 0.2528 0.3220 0.5114 -1.294
C 2.526 3.642 0.329 -0.2325 -0.3911 0.1784 0.478
N 1.223 4.136 0.501 0.7151 -0.1921 -0.5225 0.576
C 3.687 4.509 0.431 0.0063 -0.0864 0.0034 0.369
O 4.871 3.940 0.254 0.2805 -0.0087 -0.0649 -0.579
O 3.578 5.701 0.666 -0.1061 -0.0691 -0.0249 -0.712
C 3.280 1.187 -0.179 -0.5462 0.4028 0.1814 0.369
O 4.505 1.378 -0.202 0.1397 -0.4564 -0.1381 -1.017
O 2.596 0.140 -0.342 1.5502 -1.5493 -0.6636 -0.041
H -1.687 2.259 0.307 1.0046 2.7371 0.4177 -0.967
H -1.582 4.034 -0.260 -0.2884 0.0637 0.1487 0.906
H -1.571 3.692 1.457 0.3842 0.4022 -0.0288 0.504
H 0.988 5.092 0.703 0.0005 0.0398 -0.1228 0.335
H 4.812 2.951 0.069 -0.2164 0.0925 0.0686 0.450
N -2.377 1.460 -0.155 -4.2788 -5.5043 -1.3501 -0.611
P -1.716 0.879 -1.750 -0.2612 1.8521 -0.1978 2.091
C -3.187 1.236 -2.816 -0.4497 0.0837 0.7477 0.649
C -3.039 1.775 -4.094 0.0403 0.1891 -0.1378 -0.848
C -4.141 2.012 -4.900 -0.0707 -0.0866 0.0863 -0.830
C -5.418 1.695 -4.452 -0.0081 0.0171 -0.0694 -0.432
C -5.579 1.128 -3.199 -0.0016 -0.0503 -0.0363 -0.766
C -4.469 0.894 -2.395 -0.1056 0.0717 0.0978 -0.444
C -0.563 2.369 -2.115 0.2162 -0.8081 -0.6043 0.722
C -0.994 3.678 -2.142 0.0146 -0.0763 -1.0928 -0.312
C -0.115 4.726 -2.404 0.0323 0.0984 -0.1603 -1.165
C 1.219 4.466 -2.644 -0.0727 0.1085 -0.1276 -0.707
C 1.687 3.155 -2.638 -0.0259 -0.2855 -0.3632 -0.987
C 0.825 2.104 -2.382 -1.3662 0.3676 -0.4659 0.422
P -2.044 0.172 1.065 -0.0893 1.1685 1.1833 0.323
C -3.647 0.256 1.973 0.0347 0.0609 0.0429 0.450
C -4.464 -0.869 1.977 -0.0677 -0.1140 0.0052 -0.316
C -5.690 -0.855 2.633 -0.0337 0.0368 0.0034 -0.698
C -6.110 0.290 3.292 -0.0052 -0.0023 0.0117 -0.453
C -5.303 1.422 3.292 -0.0212 -0.0294 -0.0414 -0.775
C -4.082 1.403 2.635 -0.0353 0.1211 0.0861 -0.088
C -0.837 1.107 2.399 -0.1613 1.2468 -0.4180 0.959
C -0.116 2.320 2.206 -0.0788 -2.4904 3.1080 1.331
C 0.752 2.838 3.151 -0.0793 0.0577 -0.1946 -0.992
C 0.931 2.197 4.357 0.1824 0.0396 0.2861 -0.880
C 0.235 1.021 4.601 -0.0143 0.0463 0.0469 -0.942
C -0.612 0.499 3.649 -1.0593 -0.1108 -0.0765 -0.486
H -3.341 1.784 -0.167 0.1226 0.3902 0.4011 0.606
H -2.056 2.016 -4.475 0.0269 0.0326 0.1325 0.317
H -4.002 2.442 -5.885 0.0057 0.0082 0.0098 0.379
H -6.280 1.878 -5.083 0.0037 0.0123 0.0108 0.381
H -6.568 0.860 -2.847 0.0148 -0.0129 0.0090 0.420
H -4.622 0.421 -1.430 0.0725 0.0638 0.0305 0.421
H -2.034 3.907 -1.958 -0.1043 -0.0744 -0.3351 0.735
H -0.480 5.747 -2.415 -0.0018 -0.0083 0.0012 0.417
H 1.903 5.282 -2.844 0.0230 -0.0155 0.0412 0.449
H 2.733 2.955 -2.838 0.0083 0.0035 0.0454 0.458
H 1.201 1.070 -2.389 -0.0402 0.8462 -0.1203 0.106
H -4.148 -1.772 1.466 0.0928 0.0414 -0.0006 0.401
H -6.314 -1.740 2.631 0.0088 0.0011 -0.0032 0.400
H -7.063 0.303 3.807 0.0079 -0.0017 0.0010 0.369
H -5.624 2.319 3.807 -0.0021 -0.0041 -0.0066 0.415
H -3.463 2.294 2.647 0.0970 -0.0801 0.0086 0.245
H -0.270 2.895 1.199 -0.9984 -2.7917 8.1788 -1.510
H 1.289 3.758 2.937 0.0063 -0.0177 -0.0243 0.388
H 1.606 2.604 5.102 -0.0095 -0.0025 -0.0022 0.408
H 0.366 0.499 5.541 -0.0061 -0.0513 -0.0315 0.406
H -1.121 -0.431 3.877 -0.0108 -0.0291 -0.0773 0.355
C 2.277 -3.160 -3.692 0.2417 0.0734 0.0690 -1.892
C 1.439 -2.259 -2.845 -0.7969 0.2048 -0.6485 0.559
N 1.529 -2.140 -1.585 1.4038 -0.6341 -0.6926 0.053
O 2.537 -2.958 -1.051 -1.0905 3.4603 -6.3585 -0.518
C 0.367 -1.424 -3.490 1.3068 -1.1967 -0.0519 0.461
C 0.064 -1.610 -4.939 -0.1969 -0.0046 -0.0176 -1.990
N -0.164 -0.582 -2.706 0.1293 -1.0732 -2.1945 -0.247
O -1.075 0.194 -3.284 0.4858 -0.6577 -0.8548 -0.412
H 3.161 -3.496 -3.158 -0.0767 -0.0257 0.0914 0.384
H 2.603 -2.633 -4.589 -0.1370 -0.0504 -0.0719 0.436
H 1.693 -4.035 -3.984 0.0327 -0.0006 -0.0616 0.339
H 2.507 -2.674 -0.071 2.8618 1.6253 -3.6128 0.519
H 0.083 -2.669 -5.197 0.1452 0.0136 -0.0278 0.470
H 0.811 -1.088 -5.542 -0.0548 -0.0193 -0.0855 0.300
H -0.921 -1.225 -5.191 0.0422 0.1577 0.1101 0.365
O 0.175 -0.668 1.614 1.9777 -0.1698 0.0601 -0.893
O 0.075 -2.799 0.759 1.0908 -2.0279 -1.6871 -0.643
S 1.548 -2.563 0.953 -4.8675 -1.9128 7.5074 0.906
C 2.426 -4.266 0.310 1.5540 -2.0852 2.1883 0.473
C 3.839 -4.258 -0.148 -0.7176 -1.5830 2.1831 -0.635
C 4.386 -5.433 -0.579 -0.0865 -0.0608 0.1248 -0.639
C 3.628 -6.621 -0.610 0.1224 -0.0925 -0.1296 -0.480
C 2.324 -6.616 -0.193 -0.0167 0.0027 -0.0550 -0.725
C 1.720 -5.434 0.272 -0.1709 0.0721 0.2511 -0.402
C 1.865 -2.933 2.666 0.1922 0.5928 0.2783 0.232
C 3.116 -2.673 3.201 0.2112 0.0337 -0.1078 -0.303
C 3.364 -2.948 4.537 -0.0448 -0.0640 0.0461 -0.929
C 2.356 -3.473 5.334 -0.0420 -0.0081 0.0090 -0.398
C 1.100 -3.718 4.793 0.1806 0.0025 -0.0134 -0.836
C 0.854 -3.443 3.456 -0.3537 -0.1504 -0.0068 -0.028
H 4.438 -3.359 -0.138 0.0276 -0.0157 0.1935 0.404
H 5.419 -5.450 -0.907 -0.0061 0.0272 -0.0321 0.405
H 4.079 -7.541 -0.960 0.0298 0.0221 -0.0003 0.380
H 1.748 -7.534 -0.217 -0.0213 0.0178 0.0211 0.385
H 0.686 -5.446 0.599 -0.0163 0.0929 -0.0296 0.379
H 3.905 -2.255 2.586 -0.0560 0.0383 -0.0331 0.475
H 4.341 -2.750 4.957 -0.0038 0.0249 -0.0210 0.411
H 2.547 -3.687 6.379 0.0019 0.0163 -0.0045 0.411
H 0.310 -4.121 5.413 -0.0052 0.0090 -0.0108 0.404
H -0.125 -3.624 3.033 0.0356 0.1355 -0.1001 0.344
```
Forces are in eV/Å.

The value obtained for the LUMO energy is 2.189 eV. Its total charge is -1. The frontier orbital gap comes out at 6.1 eV. The HOMO energy comes out at -3.9516 eV.

---

Record 3
DFT (the ωB97M-V functional and the def2-TZVPD basis) results for 2 unconnected molecules or ions with the total composition C2H9NPS.

The geometry in XYZ format:
```
14
Properties=species:S:1:pos:R:3:forces:R:3:mulliken_charge:R:1
C 1.989 -0.246 -0.129 -1.6732 -0.0127 -0.0403 -0.933
C -2.382 -1.015 0.134 0.1765 0.4236 0.0234 -0.456
N 2.820 0.949 0.163 0.4851 0.0377 0.1798 -0.358
P -1.548 0.617 -0.137 0.2146 -0.8336 0.3445 0.153
S -3.884 -0.038 -0.290 0.5542 -0.0591 -0.0723 -0.080
H 2.049 -0.973 0.668 0.1993 0.0325 0.0883 0.310
H 2.192 -0.644 -1.111 0.2457 0.0500 -0.0827 0.312
H -2.414 -1.401 1.148 0.0273 0.1438 -0.0260 0.350
H -2.214 -1.807 -0.588 -0.0724 0.0892 -0.0652 0.325
H 2.721 1.613 -0.611 0.0914 -0.0615 0.3696 0.347
H 3.834 0.758 0.299 -0.4553 0.1685 -0.1185 0.335
H 2.476 1.392 1.023 0.1710 -0.0080 -0.4055 0.348
H -1.459 0.439 -1.526 -0.0018 0.0143 -0.2218 0.116
H -4.182 0.357 0.957 0.0375 0.0153 0.0268 0.232
```
Forces are in eV/Å.

The value obtained for the LUMO energy (alpha / beta) is -4.553 / -4.860 eV. Its total charge is +1. The frontier orbital gap (alpha / beta) comes out at 6.7 / 5.5 eV. The HOMO energy (alpha / beta) comes out at -11.2313 / -10.3427 eV.

---

E_tot values, unit eV, following the record order: -8359.25263, -102671.81845, -23823.63447.
Energy relative to the best compared isomer or geometry (same formula, charge and spin) values, unit kcal/mol, following the record order: 20.4, 437.9, 79.1.
Maximum force values, unit eV Å⁻¹, following the record order: 1.28, 9.15, 1.67.